{
  "formula": "C47H55IrN7O4PSe",
  "method": "ωB97M-V/def2-TZVPD",
  "elements": ["Ir", "N", "C", "C", "C", "C", "N", "C", "N", "N", "C", "O", "O", "H", "H", "H", "H", "H", "H", "H", "H", "H", "H", "H", "H", "H", "H", "O", "C", "O", "C", "C", "C", "C", "C", "C", "P", "C", "C", "C", "C", "C", "C", "C", "C", "C", "C", "C", "C", "H", "H", "H", "H", "H", "H", "H", "H", "H", "H", "H", "H", "H", "H", "C", "C", "C", "C", "N", "C", "Se", "N", "C", "C", "C", "C", "C", "C", "C", "C", "C", "C", "H", "H", "H", "H", "H", "H", "H", "H", "H", "H", "H", "H", "H", "H", "H", "H", "H", "H", "H", "H", "H", "H", "N", "C", "C", "C", "C", "C", "C", "C", "H", "H", "H", "H", "H"],
  "xyz": [[0.0795, -0.0981, 0.1032], [-0.9266, -2.2545, -0.5062], [0.0737, -3.2950, -0.6580], [-0.2456, -4.2324, -1.8321], [0.7230, -5.3951, -2.0619], [0.8813, -6.3446, -0.8730], [1.9513, -5.8801, -0.0017], [2.5176, -6.5757, 0.9686], [3.5473, -6.0437, 1.6418], [2.0426, -7.7621, 1.3517], [1.5050, -2.6033, -0.8591], [2.4849, -3.3184, -0.7259], [1.4612, -1.3859, -1.1259], [-1.6471, -2.4947, 0.1712], [-1.4014, -2.0632, -1.3870], [0.1516, -3.8497, 0.2805], [-0.2847, -3.6393, -2.7502], [-1.2465, -4.6461, -1.6631], [1.7078, -5.0256, -2.3496], [0.3302, -5.9651, -2.9044], [1.1328, -7.3381, -1.2567], [-0.0623, -6.4114, -0.3189], [2.3409, -4.9569, -0.2597], [4.0089, -5.2247, 1.2785], [4.0824, -6.6229, 2.2704], [1.2608, -8.1850, 0.8825], [2.5022, -8.2983, 2.0690], [-3.5841, -1.0195, -0.3018], [-3.0409, -0.0204, 0.1194], [-2.0057, 0.5567, -0.3611], [-3.5598, 0.6667, 1.3818], [-4.8706, 1.1039, 1.4511], [-5.2886, 1.7922, 2.5825], [-4.4119, 2.0184, 3.6314], [-3.1098, 1.5518, 3.5775], [-2.6777, 0.8644, 2.4437], [-1.0302, 0.0952, 2.3932], [-0.0380, 0.9255, 3.6553], [0.5686, 0.2354, 4.7022], [1.3178, 0.9308, 5.6332], [1.4897, 2.3011, 5.5100], [0.9172, 2.9855, 4.4466], [0.1658, 2.3008, 3.5123], [-1.2898, -1.5784, 3.0350], [-2.4592, -1.9662, 3.6818], [-2.5217, -3.2091, 4.2855], [-1.4348, -4.0700, 4.2376], [-0.2815, -3.7011, 3.5581], [-0.2059, -2.4574, 2.9582], [-5.5491, 0.9206, 0.6312], [-6.3092, 2.1358, 2.6436], [-4.7400, 2.5626, 4.5045], [-2.4349, 1.6961, 4.4099], [0.4311, -0.8311, 4.8032], [1.7650, 0.3997, 6.4584], [2.0625, 2.8359, 6.2495], [1.0603, 4.0504, 4.3537], [-0.2844, 2.8223, 2.6765], [-3.3091, -1.3010, 3.7399], [-3.4166, -3.5002, 4.8112], [-1.4889, -5.0200, 4.7436], [0.5691, -4.3669, 3.5343], [0.6950, -2.1456, 2.4360], [-1.4120, 4.9403, -4.5619], [-2.0442, 5.5780, -3.3298], [-1.6974, 4.8881, -2.0093], [-2.4955, 3.6131, -1.7101], [-2.1907, 2.5203, -2.6015], [-1.0426, 1.8208, -2.6022], [0.3569, 2.1216, -1.4147], [-1.0870, 0.8641, -3.5481], [0.0013, 0.0102, -3.9608], [0.6674, 0.5309, -5.2427], [1.2197, 1.9509, -5.1199], [2.4486, 2.0550, -4.2328], [-2.3124, 0.9320, -4.1681], [-2.8727, 0.1803, -5.1961], [-4.1464, 0.5237, -5.5998], [-4.8471, 1.5827, -5.0039], [-4.3096, 2.3241, -3.9728], [-3.0235, 1.9891, -3.5564], [-1.5751, 5.5793, -5.4252], [-1.8382, 3.9660, -4.7918], [-0.3374, 4.8359, -4.4256], [-3.1270, 5.6207, -3.4536], [-1.6871, 6.6065, -3.2677], [-1.8974, 5.5783, -1.1884], [-0.6249, 4.6638, -1.9932], [-3.5626, 3.8208, -1.7919], [-2.2865, 3.2736, -0.6891], [-0.4031, -0.9888, -4.1435], [0.7265, -0.0515, -3.1450], [-0.0566, 0.5004, -6.0586], [1.4787, -0.1529, -5.4922], [0.4385, 2.6248, -4.7562], [1.4877, 2.2966, -6.1198], [2.2256, 1.7722, -3.1960], [2.8191, 3.0771, -4.2245], [3.2405, 1.4008, -4.5893], [-2.3345, -0.6279, -5.6644], [-4.6176, -0.0302, -6.3970], [-5.8326, 1.8243, -5.3706], [-4.8654, 3.1314, -3.5235], [1.9565, 0.5243, 1.1623], [2.7885, 0.9990, 1.8079], [3.7893, 1.5959, 2.5687], [4.3093, 2.8313, 2.1531], [5.2944, 3.4371, 2.9036], [5.7690, 2.8268, 4.0570], [5.2594, 1.6011, 4.4662], [4.2718, 0.9788, 3.7318], [3.9337, 3.2914, 1.2530], [5.6981, 4.3853, 2.5863], [6.5413, 3.3066, 4.6364], [5.6409, 1.1275, 5.3569], [3.8713, 0.0254, 4.0392]],
  "atomic_forces_ev_per_a": [[-1.635, -0.280, 0.131], [-0.065, 1.219, 0.773], [1.690, 0.085, -0.245], [-0.061, -0.022, 0.276], [-0.102, 0.053, 0.032], [-0.154, -0.260, -0.161], [0.305, 0.094, 0.040], [-0.298, 0.150, -0.022], [0.211, -0.041, 0.102], [0.003, 0.015, -0.117], [-2.017, -2.726, 0.946], [0.614, 0.321, -0.154], [0.021, 3.463, 0.094], [-0.056, 0.010, -0.135], [-0.075, 0.209, 0.149], [-0.146, -0.011, -0.020], [-0.072, 0.042, -0.009], [0.010, 0.069, -0.073], [-0.030, -0.055, -0.114], [0.077, -0.022, 0.026], [-0.039, 0.021, 0.088], [0.034, -0.092, -0.001], [-0.056, -0.109, 0.193], [-0.014, -0.052, -0.035], [-0.019, 0.101, -0.047], [0.017, -0.021, -0.017], [-0.025, -0.015, -0.050], [0.263, 0.089, -0.389], [-1.903, -0.959, 2.046], [3.629, 0.234, -1.011], [0.199, -0.364, -0.919], [0.085, 0.080, 0.277], [-0.056, -0.129, -0.129], [0.004, 0.102, 0.176], [0.248, -0.181, -0.050], [0.409, 0.247, -0.360], [0.085, 0.042, -0.287], [0.265, 0.100, -0.614], [-0.252, -0.120, -0.128], [0.077, 0.103, 0.051], [-0.078, -0.114, 0.024], [0.053, 0.068, -0.004], [-0.134, -0.131, -0.065], [0.427, -0.009, -0.592], [-0.045, 0.259, -0.061], [0.073, -0.142, 0.048], [-0.090, 0.131, -0.019], [0.115, -0.012, 0.065], [-0.065, 0.010, -0.157], [-0.019, -0.051, -0.061], [-0.085, 0.107, 0.043], [-0.054, -0.003, 0.059], [-0.056, 0.076, 0.065], [0.000, -0.029, 0.083], [0.044, -0.044, 0.116], [0.102, 0.096, 0.089], [-0.007, 0.119, -0.026], [-0.015, 0.112, -0.019], [-0.022, 0.046, -0.024], [-0.117, -0.040, 0.045], [0.005, -0.159, 0.019], [0.055, -0.058, -0.043], [0.062, -0.072, 0.066], [-0.134, 0.135, 0.080], [0.196, -0.094, 0.000], [-0.214, -0.008, -0.189], [0.124, 0.814, 0.685], [0.191, -0.684, -0.352], [-0.084, -0.031, 0.124], [0.224, -1.008, 1.294], [-0.468, 0.365, 0.328], [0.768, -0.401, -0.394], [-0.114, 0.261, 0.110], [0.076, -0.151, -0.083], [-0.109, -0.059, 0.255], [-0.402, 0.486, 0.272], [-0.165, -0.033, -0.179], [0.380, -0.190, 0.025], [0.031, 0.248, 0.272], [-0.146, 0.017, -0.125], [0.284, -0.526, -0.388], [0.024, -0.021, -0.141], [0.017, -0.108, -0.086], [0.153, -0.034, -0.029], [-0.109, 0.108, 0.045], [-0.106, 0.035, 0.024], [0.029, -0.056, 0.084], [-0.078, 0.066, 0.095], [0.047, -0.096, 0.015], [-0.131, -0.002, -0.161], [-0.015, 0.050, 0.136], [-0.168, -0.027, -0.078], [-0.007, -0.094, -0.030], [-0.010, -0.101, -0.046], [-0.045, 0.055, -0.111], [-0.121, 0.031, 0.009], [0.204, 0.006, -0.265], [0.121, 0.056, 0.024], [0.130, -0.020, -0.044], [0.044, -0.085, -0.073], [-0.010, -0.045, -0.061], [-0.091, 0.015, 0.021], [-0.039, 0.093, 0.031], [-1.039, -0.157, -0.533], [-1.414, -0.850, -1.077], [1.061, 0.612, 0.734], [-0.158, -0.221, 0.027], [0.025, 0.070, -0.010], [-0.110, -0.057, -0.072], [0.020, -0.021, 0.031], [-0.136, 0.000, -0.230], [-0.006, 0.086, -0.103], [0.047, 0.091, -0.020], [0.101, 0.051, 0.068], [0.035, -0.035, 0.089], [-0.030, -0.088, 0.038]],
  "total_energy_ev": -145705.366,
  "homo_ev": [-15.52, -15.62],
  "lumo_ev": [-9.514, -10.108],
  "total_charge": 3,
  "spin_multiplicity": 2,
  "e_above_lowest_kcal_mol": 86.9
}